[1]
A structure of composition C4HF9NO7S3, computed with ωB97M-V/def2-TZVPD.

Largest force on an atom in eV/A: 2.5
Frontier orbital gap in eV: 9.807
Net charge: -1
LUMO level in eV: 2.874
Energy above the lowest of the compared OMol25 structures with the same formula, charge and spin in kcal per mole: 0.0

Atoms and positions in Å:
1 O 3.5212 -0.3796 1.3950
2 S 3.2863 -0.9927 0.1303
3 O 4.3925 -1.6244 -0.5174
4 O 2.2142 -2.1640 0.4032
5 N 2.5245 -0.0664 -0.9705
6 S 2.1487 1.4109 -0.5306
7 O 3.1562 2.1790 0.1260
8 O 1.5239 2.0719 -1.6436
9 S 0.4978 1.2834 0.9324
10 O 0.6014 2.4760 1.7258
11 O 0.5073 0.0661 1.6919
12 C -1.1555 1.4924 0.0591
13 F -1.0728 2.6521 -0.6112
14 F -2.0841 1.6312 1.0062
15 C -1.5616 0.4273 -0.9814
16 F -0.6678 0.3867 -1.9734
17 F -2.7364 0.8396 -1.5101
18 C -1.7679 -1.0332 -0.4979
19 F -2.3015 -1.6833 -1.5576
20 F -0.6012 -1.6287 -0.2244
21 C -2.7522 -1.2591 0.6801
22 F -2.1631 -1.0428 1.8506
23 F -3.8344 -0.4926 0.5672
24 F -3.1477 -2.5410 0.6399
25 H 1.4723 -2.0089 -0.1896

---

[2]
A structure of composition C4HLiO2Pd, computed with ωB97M-V/def2-TZVPD.

2S+1: 4
Largest force on an atom in eV/A: 6.6
Frontier orbital gap (spin up / spin down) in eV: 8.046 / 6.515
Net charge: +1
LUMO level (spin up / spin down) in eV: -4.551 / -6.761

Atoms and positions in Å:
1 C -1.3923 0.1896 0.9143
2 C -2.5901 0.4811 1.3544
3 O -3.6896 0.7634 1.6355
4 O 1.0035 0.5425 -0.5491
5 C 1.1113 0.4640 0.7819
6 C -0.1149 0.4303 1.4713
7 H 0.5334 0.0196 2.4022
8 Pd -0.8642 -0.5687 -0.6500
9 Li 2.4651 -0.4405 -0.3415

---

[3]
An isolated molecule of C4HN3O2, computed with ωB97M-V/def2-TZVPD.

Largest force on an atom in eV/A: 3.3
Frontier orbital gap (spin up / spin down) in eV: 7.904 / 7.919
LUMO level (spin up / spin down) in eV: -2.096 / -2.066
Energy above the lowest of the compared OMol25 structures with the same formula, charge and spin in kcal per mole: 75.3
SMILES string: N#CC(C#N)=[N+]([O-])C=O

Atoms and positions in Å:
1 N 1.5423 1.9414 1.4713
2 C 0.9148 1.4211 0.6303
3 C -0.0207 0.7638 -0.2540
4 C -0.5463 1.5178 -1.3090
5 N -1.0107 2.2817 -2.0456
6 N -0.3241 -0.6005 -0.1795
7 O -1.1779 -1.0372 -0.9410
8 C 0.1854 -1.9078 0.7705
9 O 0.8878 -1.7825 1.6900
10 H -0.4506 -2.5977 0.1671

---

[4]
A structure of composition C4HNO, computed with ωB97M-V/def2-TZVPD.

Largest force on an atom in eV/A: 1.2
Frontier orbital gap in eV: 9.566
LUMO level in eV: -1.927
Energy above the lowest of the compared OMol25 structures with the same formula, charge and spin in kcal per mole: 49.6

Atoms and positions in Å:
1 O -1.4864 -1.0084 1.0407
2 C -1.2362 -0.1485 0.2424
3 C 0.1577 0.2978 -0.0982
4 C 0.7589 1.1504 -0.8960
5 C 1.4106 -0.1725 0.4504
6 N 2.4404 -0.5157 0.8628
7 H -2.0124 0.3978 -0.3193